No. 1
This record from the OMol25 dataset describes a cluster of 2 separate species, C2H8N2O in total in a non-equilibrium geometry. The level of theory is the ωB97M-V functional and the def2-TZVPD basis.

As for the charge: +1. The value obtained for the energy above the lowest of the compared OMol25 structures with the same formula, charge and spin is 35.9 kcal per mole. Its expectation value of S² is 0.758. The HOMO energy (alpha / beta) comes out at -13.9 / -13.9 eV. Its electronic energy is -265.41430 Ha. As for the spin multiplicity: 2.

Last column: Mulliken charge in e.
Geometry (Å):
C 0.14992 -0.66275 0.83712  -0.2112
C 1.46662 -0.94838 1.12563  0.1819
N 2.17815 -0.60088 2.14410  -0.2291
N -0.36259 -0.94722 -0.47989  -0.3486
H -0.24736 0.12999 1.52777  0.2880
H 1.83621 -1.87578 0.64142  0.3188
H 2.12396 0.20899 2.63806  0.2174
H 3.04811 -0.97207 2.47320  0.2704
H -1.29958 -1.17502 -0.44567  0.2673
H -0.01522 -0.39614 -1.16636  0.2447
H -3.26742 2.69993 -3.62788  0.3278
H -1.91393 2.72882 -2.79387  0.3205
O -2.83412 2.39435 -2.83408  -0.6478

---

No. 2
This record from the OMol25 dataset describes a structure of composition C4H4LiO in a non-equilibrium geometry. The level of theory is the ωB97M-V functional and the def2-TZVPD basis.

As for the charge: -1. The value obtained for the energy above the lowest of the compared OMol25 structures with the same formula, charge and spin is 46.7 kcal per mole. The HOMO energy comes out at -0.5 eV. Its electronic energy is -237.43042 Ha.

Last column: Mulliken charge in e.
Geometry (Å):
H 3.05298 0.24786 -1.45720  0.3972
C 2.01376 0.09757 -1.22700  -0.0671
C 0.82403 0.10524 -0.95324  0.0018
C -0.57942 0.12003 -0.55099  -1.0836
H -1.15278 -0.44830 -1.30295  0.3923
H -1.02232 1.10474 -0.77546  0.2037
C -0.83225 0.14039 1.27257  -0.5106
O -0.10159 -0.78876 1.95573  -0.5047
Li -1.48397 -1.73353 1.30472  0.0986
H -0.71845 1.15476 1.73383  0.0724

---

No. 3
This record from the OMol25 dataset describes a structure of composition CH2O5S in a non-equilibrium geometry. The level of theory is the ωB97M-V functional and the def2-TZVPD basis.

The value obtained for the energy above the lowest of the compared OMol25 structures with the same formula, charge and spin is 21.2 kcal per mole. The HOMO energy comes out at -11.9 eV. Its electronic energy is -813.63555 Ha.

Last column: Mulliken charge in e.
Geometry (Å):
C -0.82854 -0.13316 -1.13954  0.2348
O 1.05230 1.65018 1.36966  -0.5271
O 0.35885 -0.67009 1.64758  -0.3210
O -0.87771 0.74674 -0.03163  -0.2635
O 1.24185 0.13384 -0.52018  -0.5718
O -1.02739 -1.29961 -1.02145  -0.4099
S 0.55039 0.51775 0.68589  1.1866
H -0.92815 0.39421 -2.09963  0.3427
H 0.45839 -1.33985 1.10931  0.3292

---

No. 4
This record from the OMol25 dataset describes a structure of composition C5H6F3O3S3 in a non-equilibrium geometry. The level of theory is the ωB97M-V functional and the def2-TZVPD basis.

As for the charge: +1. The value obtained for the energy above the lowest of the compared OMol25 structures with the same formula, charge and spin is 4.2 kcal per mole. The HOMO energy comes out at -13.6 eV. Its electronic energy is -1913.54486 Ha.

Last column: Mulliken charge in e.
Geometry (Å):
C -1.00058 -1.81117 0.36203  -0.0851
C 0.27659 -2.38074 0.29074  -0.5103
C -0.48251 0.91222 0.07133  -0.3912
C 0.69117 0.21300 -0.58647  -0.8087
C -4.66368 0.71942 0.10109  0.7593
O -2.78097 -0.25861 1.19658  -0.1450
O -4.28015 -1.93527 -0.04932  -0.4927
O -2.72648 -0.54105 -1.23444  -0.4715
F -3.78110 1.72911 0.04316  -0.2125
F -5.51965 0.82953 -0.88485  -0.1882
F -5.39156 0.69522 1.20728  -0.1858
S -1.18342 -0.34738 1.28019  0.2601
S -0.04670 -1.48516 -1.23239  0.1904
S -3.56036 -0.76042 -0.15464  0.9864
H 1.12921 -2.06848 0.71063  0.3508
H 0.20892 -3.41738 0.11168  0.2873
H -0.08295 1.80518 0.59059  0.5564
H -1.26518 1.36403 -0.69360  0.2868
H 1.16961 0.69030 -1.41204  0.4598
H 1.43578 -0.11644 0.04423  0.3538

---

No. 5
This record from the OMol25 dataset describes a cluster of 2 separate species, C27H40F4NO7S in total in a non-equilibrium geometry. The level of theory is the ωB97M-V functional and the def2-TZVPD basis.

As for the charge: -1. The HOMO energy comes out at -6.6 eV. Its electronic energy is -2431.96174 Ha.

Last column: Mulliken charge in e.
Geometry (Å):
C -4.16600 1.80930 -3.82139  -0.8097
C -3.80453 2.10126 -2.35381  -1.0480
C -2.79296 1.07822 -1.79113  0.2837
C -3.45052 -0.26362 -1.47169  -0.7708
C -2.48983 -1.26551 -0.82583  -0.5011
C -1.93850 -0.78977 0.51954  -0.2777
C -0.51382 -1.32213 0.78438  -2.4541
C 0.41563 -0.29940 1.37278  0.9002
C 0.42575 0.00483 2.75054  0.3530
C -0.56880 -0.62089 3.70016  -1.2292
C -1.54880 0.38509 4.35691  -0.7345
C -2.95635 0.25742 3.85360  -0.2124
F -3.73742 1.25516 4.44254  -0.3658
C 1.40861 0.87679 3.28307  0.5386
C 1.54741 1.09928 4.78062  -1.4006
O 1.92377 -0.11000 5.44259  -0.4821
C 3.24128 -0.53016 5.14164  -0.1963
C 3.26912 -1.75519 4.20982  -0.8785
C 2.30878 1.48383 2.39951  0.1935
C 2.24972 1.21357 1.03311  1.0997
C 1.32719 0.32473 0.48015  0.0932
C 1.26504 0.02297 -0.99370  0.4390
C 2.14976 -1.21514 -1.34513  -1.3189
C 3.21777 -0.90553 -2.38488  -0.8296
C 2.62226 -1.14677 -3.78976  -0.5507
C 1.97297 0.09229 -4.37712  -0.8044
C 3.28935 2.01558 0.36164  -0.2579
O 3.54273 2.16220 -0.78435  -0.5204
N 4.03533 2.71974 1.39492  0.0215
O 3.89879 4.13763 1.16930  -0.3961
C 3.42787 2.40257 2.66522  0.0080
O 3.83641 2.83407 3.69308  -0.5600
H -3.44485 1.11651 -4.23951  -0.0009
H -5.13842 1.33155 -3.87827  0.2849
H -4.16507 2.72502 -4.40043  0.3795
H -3.37666 3.09184 -2.24593  0.4157
H -4.68954 1.99992 -1.73215  0.3151
H -2.35479 1.52970 -0.90008  0.3164
H -1.98717 0.92845 -2.50585  -0.1206
H -3.76349 -0.69616 -2.42086  0.2123
H -4.35662 -0.12234 -0.88051  0.6630
H -3.02777 -2.19798 -0.67256  0.4317
H -1.70190 -1.47130 -1.54688  -0.2435
H -2.59048 -1.20219 1.28606  0.4929
H -1.97148 0.29168 0.59548  0.2919
H -0.55772 -2.17248 1.46117  0.9660
H -0.11317 -1.72531 -0.12937  0.5328
H -1.14908 -1.38852 3.20316  0.5267
H 0.00391 -1.11003 4.47799  0.6362
H -1.22786 1.40331 4.16640  0.3131
H -1.53677 0.22881 5.43102  0.3751
H -3.02380 0.40306 2.78231  0.0804
H -3.40301 -0.69318 4.13452  0.3423
H 0.63425 1.44680 5.23671  0.3464
H 2.32860 1.82780 4.94865  0.6444
H 3.70985 -0.80280 6.08447  0.5366
H 3.83127 0.27678 4.71670  0.1167
H 3.67244 -1.46911 3.24255  0.2474
H 3.82905 -2.57621 4.63502  0.3574
H 2.24152 -2.04832 4.02477  0.1613
H 1.52046 0.87356 -1.60824  1.2252
H 0.24522 -0.25558 -1.20839  -1.6319
H 1.52247 -2.01627 -1.72277  0.7076
H 2.60302 -1.60108 -0.43100  0.6251
H 3.54808 0.12449 -2.32760  0.2680
H 4.11130 -1.51568 -2.26850  0.3856
H 3.43618 -1.44469 -4.44906  0.3859
H 1.89059 -1.94440 -3.73777  0.3147
H 1.04537 0.27710 -3.84492  -0.1451
H 1.79748 -0.03947 -5.43882  0.3754
H 2.60408 0.97515 -4.28466  0.4268
H 2.94727 4.31533 1.16036  0.3480
C -2.79314 -1.67866 -5.39023  0.5314
F -2.43623 -0.72855 -6.26902  -0.2508
F -3.90816 -1.25629 -4.77478  -0.2391
F -3.11752 -2.77407 -6.09343  -0.2501
S -1.44878 -2.02717 -4.18420  1.2031
O -1.25502 -0.74743 -3.52750  -0.8211
O -0.35494 -2.46279 -5.02250  -0.7065
O -2.03693 -3.05123 -3.34786  -0.7050

---

No. 6
This record from the OMol25 dataset describes a structure of composition C12H29F3MnN2O6S in a non-equilibrium geometry. The level of theory is the ωB97M-V functional and the def2-TZVPD basis.

As for the charge: +1. Its expectation value of S² is 12.007. The HOMO energy (alpha / beta) comes out at -12.2 / -12.4 eV. Its electronic energy is -2884.08932 Ha. As for the spin multiplicity: 7.

Last column: Mulliken charge in e.
Geometry (Å):
Mn 0.15819 -0.02730 -0.32755  0.8783
C -3.79107 0.93075 -0.90869  -1.2382
C -3.12077 -0.40172 -1.13543  0.6082
C -3.90119 -1.20662 -2.26382  -1.4858
O -1.76986 -0.30283 -1.26808  -0.4049
H -3.82514 1.55129 -1.80416  0.4372
H -3.28176 1.51826 -0.14479  0.1328
H -4.86212 0.99943 -0.71833  0.4434
H -3.26235 -0.87945 -0.16598  0.2308
H -3.84833 -0.71914 -3.23730  0.3721
H -4.93786 -1.18171 -1.92799  0.4249
H -3.55939 -2.22496 -2.44892  0.3859
C 4.48222 0.22676 1.64750  0.5618
F 4.48110 -1.11263 1.56119  -0.2102
F 5.27583 0.72353 2.57660  -0.1945
F 4.89486 0.70383 0.53120  -0.2025
S 2.68778 0.84081 1.86345  1.2714
O 1.94742 0.38490 0.66636  -0.9470
O 2.09693 0.17337 3.07454  -0.8390
O 2.73806 2.29202 1.88575  -0.6576
C -1.62490 0.46910 3.58904  -1.5286
C -1.32632 0.66048 2.14603  0.7030
C -0.72341 2.02121 1.84996  -1.2625
O -0.31148 1.97332 0.44303  0.3159
C 0.07378 3.33630 0.02591  -0.9759
N -0.38936 -0.42135 1.71673  -0.0401
H -2.21829 1.24233 4.07699  0.3911
H -0.71113 0.37343 4.17552  0.3764
H -2.19370 -0.45584 3.68419  0.4579
H -2.19773 0.50632 1.50965  -0.2863
H 0.04171 2.32537 2.56424  0.4201
H -1.56097 2.71705 1.89903  0.6338
H 0.88135 3.83189 0.56472  0.2691
H -0.82838 3.94782 0.04172  0.3212
H 0.38806 3.26199 -1.01515  0.2946
H 0.34395 -0.51399 2.40505  0.1872
H -0.95452 -1.17138 2.08840  0.4157
C 3.10453 -0.94144 -2.25187  -1.6332
C 1.68553 -0.90807 -2.66758  0.1803
C 0.86733 -2.05590 -1.97946  -0.5935
O 0.98998 -1.97482 -0.56149  0.0783
C 0.48191 -3.15935 0.09399  -1.1187
N 1.18987 0.39391 -2.25149  -0.3720
H 3.56531 -1.85038 -2.63868  0.4248
H 3.30843 -0.92558 -1.18123  0.2435
H 3.68817 -0.06613 -2.53699  0.4810
H 1.59516 -1.01175 -3.74887  0.5624
H 1.23585 -3.00040 -2.37973  0.6752
H -0.13733 -1.87826 -2.36312  0.1924
H -0.58098 -3.25654 -0.12716  0.3814
H 0.51382 -3.16840 1.18349  0.2850
H 0.94000 -4.08478 -0.25505  0.3576
H 1.85049 1.03686 -2.66414  0.2987
H 0.41086 0.45831 -2.89111  0.2972

---

M per entry: 76.10; 75.02; 126.09; 267.29; 598.68; 441.37 g mol⁻¹